[1]
C14H28Cl14 | ωB97M-V with the def2-TZVPD basis set

Results
Calculated total energy ... -6992.93487 Ha
HOMO ... -10.5 eV
Charge ... 0
Orbital gap ... 10.7991 eV
Energy relative to the best compared isomer or geometry (same formula, charge and spin) ... 17.8 kcal/mol
Molecular weight ... 692.72 g/mol
SMILES ... ClCCCl.ClCCCl.ClCCCl.ClCCCl.ClCCCl.ClCCCl.ClCCCl

Geometry as XYZ:
```
56
C14H28Cl14, DFT ωB97M-V with the def2-TZVPD basis set
Cl 2.0070 6.7500 0.7979
C 1.6997 6.3422 -0.8977
C 0.6365 5.2983 -1.0887
Cl -0.9759 5.9596 -0.5922
H 2.6108 6.0474 -1.4191
H 1.3569 7.2523 -1.3887
H 0.7994 4.3399 -0.6014
H 0.4295 5.0643 -2.1319
Cl 3.3999 2.1981 0.7269
C 4.1678 3.8249 0.7957
C 5.6274 3.8210 1.0737
Cl 6.6103 2.7293 0.0574
H 3.7041 4.4060 1.5965
H 3.8588 4.3424 -0.1106
H 5.7895 3.5286 2.1092
H 6.0309 4.8121 0.8770
Cl 0.5090 -1.4245 1.2272
C 0.5282 0.2354 0.6424
C -0.6879 0.4404 -0.2228
Cl -0.5924 2.0010 -1.1214
H 1.4484 0.3550 0.0721
H 0.6006 0.9924 1.4219
H -1.5760 0.4514 0.4047
H -0.8405 -0.3066 -0.9907
Cl 4.2153 -6.7929 2.5416
C 3.1461 -5.4122 2.8527
C 2.8076 -4.6703 1.5643
Cl 1.8242 -5.6566 0.4398
H 3.6382 -4.6919 3.5050
H 2.2634 -5.7974 3.3538
H 3.6933 -4.3408 1.0346
H 2.2001 -3.8233 1.8778
Cl 1.5760 -1.0331 -2.4167
C 0.6780 -2.0443 -3.5535
C 0.7676 -3.5050 -3.1918
Cl 2.4246 -4.1393 -3.3194
H 0.9227 -1.8043 -4.5926
H -0.3638 -1.7034 -3.5874
H 0.1947 -4.1087 -3.8910
H 0.4217 -3.6407 -2.1700
Cl -2.6885 -1.9256 -2.1280
C -4.2806 -2.3765 -1.5222
C -4.2607 -3.4866 -0.4997
Cl -3.7303 -5.0254 -1.2957
H -5.0127 -2.6087 -2.2931
H -4.7038 -1.4951 -1.0312
H -5.2737 -3.6882 -0.1577
H -3.6260 -3.3359 0.3670
Cl -7.2052 1.9940 2.8509
C -6.0504 1.2234 1.6961
C -4.8773 0.7369 2.4871
Cl -3.9257 -0.4695 1.5703
H -5.8607 1.9246 0.8851
H -6.6105 0.4244 1.2099
H -5.2548 0.2833 3.4001
H -4.1908 1.5281 2.7764
```

=====

[2]
C19H15F3N2O3PS | ωB97M-V with the def2-TZVPD basis set

Results
Calculated total energy ... -2107.42971 Ha
HOMO ... -3.9 eV
Charge ... -1
Orbital gap ... 6.5271 eV
Molecular weight ... 439.37 g/mol

Geometry as XYZ:
```
44
C19H15F3N2O3PS, DFT ωB97M-V with the def2-TZVPD basis set
C -3.1600 2.0163 4.2337
C -1.8978 2.5251 3.9008
C -1.2098 2.0067 2.7959
C -1.7445 0.9372 2.0570
P -0.9128 0.1841 0.5982
C -0.1053 1.6617 -0.0593
C 1.2322 1.9777 0.1749
C 1.8160 3.1009 -0.4249
C 1.0655 3.9088 -1.2838
C -0.2780 3.5858 -1.5190
C -0.8634 2.4729 -0.9130
C 0.3999 -1.1267 0.6182
C 0.3564 -1.8580 1.8696
N 0.3723 -2.3758 2.9173
O -2.0629 -0.1344 -0.3202
C -3.0793 0.5542 2.2994
C -3.7776 1.0800 3.3880
H -3.6618 2.3627 5.1419
H -1.4476 3.3152 4.5091
H -0.2388 2.4220 2.5182
H 1.8044 1.3309 0.8334
H 2.8663 3.3310 -0.2406
H 1.5411 4.7531 -1.7919
H -0.8646 4.2007 -2.2005
H -1.9024 2.2261 -1.1350
H 1.4096 -0.7547 0.3786
H -3.5810 -0.1634 1.6433
H -4.7990 0.7576 3.6065
F 4.1356 -4.4753 -2.9443
C 4.3902 -3.3344 -2.2601
F 5.5920 -3.5313 -1.6102
F 4.5830 -2.3032 -3.1427
S 3.0865 -2.7925 -1.0265
N 1.5445 -3.1153 -1.8932
C 1.1470 -2.2210 -2.9462
O 1.7867 -1.9675 -3.9489
C -0.3094 -1.8945 -2.6905
C -0.6275 -2.5795 -1.4098
C 0.3496 -3.6771 -1.2313
O 0.2653 -4.7549 -0.6729
H -0.4949 -0.8065 -2.7478
H -0.9465 -2.2896 -3.5041
H -0.0948 -1.7716 -0.3108
H -1.6847 -2.7835 -1.2564
```

=====

[3]
C12H16B2F4N6O4SY | ωB97M-V with the def2-TZVPD basis set

Results
Calculated total energy ... -1981.20295 Ha
HOMO (alpha / beta) ... -19.0 / -19.0 eV
Charge ... +3
Orbital gap (alpha / beta) ... 7.2761 / 4.8617 eV
Molecular weight ... 526.89 g/mol

Geometry as XYZ:
```
46
C12H16B2F4N6O4SY, DFT ωB97M-V with the def2-TZVPD basis set
Y -0.4137 -0.0515 -0.2758
C -1.4463 -3.7800 -2.7465
C -1.4840 -2.5485 -1.9354
N -0.5914 -2.1512 -1.1071
O 0.6604 -2.7112 -1.0321
B 1.6800 -1.6877 -1.5107
F 0.9600 -0.7420 -2.3063
F 2.7211 -2.2937 -2.0400
O 2.2283 -0.7261 -0.3227
N 1.7660 0.5617 -0.3633
C 2.2932 1.5623 -0.9627
C 3.6145 1.6629 -1.6018
C 1.2245 2.6532 -1.1052
N 0.0963 2.3514 -0.5742
O -1.1344 2.6471 -0.7144
B -2.1116 1.7347 -2.3547
F -2.5978 2.8447 -2.8154
F -0.9492 1.1933 -2.7998
O -2.9959 0.7905 -1.7740
N -2.3188 -0.4061 -1.4974
C -2.5696 -1.4799 -2.1569
C -3.6396 -1.6707 -3.1500
C 1.4285 3.9383 -1.8271
H -0.6040 -4.4019 -2.4539
H -1.3571 -3.5334 -3.8084
H -2.3781 -4.3363 -2.6218
H 4.2419 0.8294 -1.2918
H 4.0962 2.6068 -1.3403
H 3.5014 1.6299 -2.6903
H -4.3453 -0.8446 -3.1384
H -4.1588 -2.6122 -2.9597
H -3.1980 -1.7542 -4.1484
H 2.1670 3.8198 -2.6188
H 1.8239 4.6725 -1.1175
H 0.4927 4.3143 -2.2361
S -0.0677 -1.5923 2.3549
C -1.5208 -0.7014 2.7044
N -2.1670 -0.8914 3.8814
C -3.2733 -0.2052 4.2031
C -3.7672 0.7186 3.2997
C -3.0846 0.8825 2.1013
N -1.9735 0.1820 1.8138
H -1.7879 -1.5754 4.5388
H -3.7256 -0.4139 5.1665
H -4.6573 1.2894 3.5286
H -3.4213 1.5843 1.3464
```

=====

[4]
C18H31BF13N2O24S6Zr | ωB97M-V with the def2-TZVPD basis set

Results
Calculated total energy ... -6378.69696 Ha
HOMO ... -4.3 eV
Charge ... -1
Orbital gap ... 3.0074 eV
Energy relative to the best compared isomer or geometry (same formula, charge and spin) ... 92.1 kcal/mol
Molecular weight ... 1200.85 g/mol

Geometry as XYZ:
```
96
C18H31BF13N2O24S6Zr, DFT ωB97M-V with the def2-TZVPD basis set
Zr 13.0004 8.8538 -2.7599
N 13.5577 10.7948 -2.3593
S 13.5056 12.3024 -2.8387
O 14.5366 12.7363 -3.7374
O 12.7778 13.3338 -2.1702
F 12.3644 11.9113 -3.9516
S 14.5477 11.4208 -0.9725
O 13.9203 12.1682 0.0726
O 15.9331 11.5766 -1.2944
F 14.6525 9.9421 -0.2766
N 10.9810 9.2406 -2.9994
S 9.6625 8.8329 -3.8293
O 9.2543 9.9159 -4.6523
O 8.7493 7.8767 -3.3253
F 10.5307 7.9196 -4.8491
S 10.0207 10.2602 -1.9413
O 8.9661 9.6837 -1.1880
O 10.0172 11.6207 -2.3225
F 11.2076 10.2296 -0.8413
B 15.5342 8.6208 -2.9049
H 16.1527 7.8199 -3.5191
H 16.3173 9.3143 -2.3989
H 14.9182 9.1460 -3.6946
H 14.8471 8.1238 -2.1474
O 17.5872 8.0439 -0.5695
C 18.1803 8.9180 0.1573
C 19.3293 9.7006 -0.6603
O 19.2872 9.6230 -1.9298
H 18.6101 8.4519 1.0529
H 17.3722 9.6306 0.4197
H 20.2686 9.2113 -0.3284
H 19.4900 10.7351 -0.3054
C 15.6403 6.9482 -7.5286
C 14.7390 7.4782 -6.4145
O 14.2507 8.7396 -6.9691
C 13.4742 9.5277 -6.2727
O 13.2044 9.3892 -5.1105
C 12.8024 10.5535 -7.2036
F 12.8574 10.2323 -8.4865
F 11.5175 10.6660 -6.8653
F 13.3890 11.7405 -6.9970
H 16.2090 6.1233 -7.0954
H 16.3509 7.6648 -7.9315
H 14.9814 6.5974 -8.3226
H 15.3505 7.7485 -5.5562
H 13.8993 6.7943 -6.3237
C 16.9936 16.5285 -4.1601
C 15.8077 15.5798 -4.1303
O 15.1743 15.6307 -2.8254
C 14.4870 16.7031 -2.5199
O 14.2300 17.6270 -3.2416
C 13.8979 16.6524 -1.0838
F 14.1171 17.8092 -0.4598
F 12.5778 16.4678 -1.1782
F 14.4416 15.6462 -0.4025
H 17.5573 16.3248 -3.2468
H 16.7167 17.5739 -4.2366
H 17.6080 16.2006 -5.0010
H 15.9452 14.5146 -4.2820
H 15.0710 15.8784 -4.8811
C 19.7032 13.3461 -2.9160
C 18.2634 12.8994 -2.8392
O 17.7964 12.7279 -4.1944
C 17.4991 11.5190 -4.6540
O 17.4298 10.5324 -3.9923
C 17.0968 11.6177 -6.1343
F 16.5713 10.4699 -6.5479
F 16.2004 12.5811 -6.3588
F 18.1683 11.9637 -6.8721
H 20.0186 13.6596 -1.9135
H 19.8409 14.2625 -3.4890
H 20.3475 12.5178 -3.2032
H 17.5717 13.6116 -2.3890
H 18.1248 11.9767 -2.2812
C 9.8855 13.5449 0.8119
C 11.1515 13.7261 1.6295
O 10.8513 13.0124 2.8554
S 10.0947 11.6573 2.4144
O 8.9644 11.4630 3.2467
O 11.0689 10.6482 2.2428
O 9.5667 12.1742 0.9780
H 10.0383 13.8259 -0.2297
H 9.0936 14.2132 1.1611
H 11.3102 14.7532 1.9487
H 12.0528 13.2889 1.1988
C 14.9113 8.0216 2.0061
C 13.6691 8.8672 2.2523
O 13.4481 8.7301 3.6620
S 14.6530 8.1061 4.5080
O 14.4294 6.7783 4.9565
O 15.0841 9.0988 5.4220
O 15.6285 8.0304 3.2299
H 15.5247 8.4093 1.1946
H 14.7508 7.0060 1.6312
H 12.8028 8.4797 1.7244
H 13.8574 9.9162 2.0417
```

=====

> calculated total energy of number 3 (C12H16B2F4N6O4SY)?

-1981.20295 Ha

=====

> Which value of molecular weight does entry 4 give?

1200.85 g/mol

=====

> The lowest molecular weight belongs to which entry?

C19H15F3N2O3PS